Version one
{"formula": "C39H32IrN3O5PSSe", "method": "ωB97M-V with the def2-TZVPD basis set", "symbols": ["Ir", "O", "C", "C", "C", "C", "C", "C", "C", "N", "C", "C", "N", "C", "C", "C", "C", "C", "C", "C", "O", "H", "H", "H", "H", "H", "H", "H", "H", "H", "H", "H", "H", "H", "H", "O", "S", "O", "O", "C", "C", "C", "C", "C", "C", "P", "C", "C", "C", "C", "C", "C", "C", "C", "C", "C", "C", "C", "H", "H", "H", "H", "H", "H", "H", "H", "H", "H", "H", "H", "H", "H", "Se", "C", "C", "C", "N", "C", "C", "H", "H", "H", "H"], "coordinates": [[-0.31307, 0.00033, -0.73535], [-0.25586, 1.39319, 1.03748], [-0.82552, 2.54887, 1.08799], [-1.52619, 2.95101, 2.25036], [-2.14166, 4.17454, 2.33198], [-2.07852, 5.08299, 1.26734], [-1.38012, 4.73624, 0.14112], [-0.75187, 3.48515, 0.02505], [-0.01670, 3.17927, -1.15041], [0.48367, 2.03937, -1.47591], [1.29973, 2.00932, -2.67659], [1.83860, 0.60433, -2.87261], [0.71619, -0.27863, -2.79802], [0.66301, -1.28101, -3.64322], [-0.39364, -2.20341, -3.80764], [-0.31120, -3.23349, -4.72388], [-1.33389, -4.09794, -5.10307], [-2.68694, -3.83599, -4.96221], [-3.27104, -2.70211, -4.44432], [-2.66859, -1.72558, -3.63079], [-3.13300, -0.63461, -3.36597], [-1.55824, 2.25204, 3.07505], [-2.68596, 4.44523, 3.22787], [-2.56948, 6.04228, 1.34180], [-1.31893, 5.42035, -0.69778], [0.15443, 4.02655, -1.82228], [2.13163, 2.71314, -2.57910], [0.70477, 2.29608, -3.55111], [2.53623, 0.36990, -2.06170], [2.36841, 0.52133, -3.82782], [1.52110, -1.45027, -4.29441], [0.65060, -3.36422, -5.20734], [-1.05026, -4.97011, -5.67760], [-3.36490, -4.54597, -5.42328], [-4.30685, -2.50035, -4.67861], [0.92447, -2.34035, -0.90674], [-0.28338, -3.04893, -0.36036], [-1.45244, -2.06824, -2.95112], [-1.14488, -2.00055, 0.33966], [0.57281, -3.68650, 1.11480], [0.51689, -4.98092, 1.58591], [1.20996, -5.30619, 2.74373], [1.95428, -4.33324, 3.39455], [2.02084, -3.03780, 2.89986], [1.31796, -2.70106, 1.74678], [1.24836, -0.96780, 1.10789], [1.26941, -0.17319, 2.75820], [2.41747, 0.28393, 3.39357], [2.35310, 0.71445, 4.71125], [1.14574, 0.70250, 5.39123], [-0.00361, 0.24725, 4.75820], [0.05658, -0.18308, 3.44514], [2.90036, -0.63345, 0.44867], [3.28311, 0.69746, 0.27470], [4.50661, 0.99735, -0.30094], [5.33877, -0.02704, -0.73237], [4.94166, -1.34931, -0.59522], [3.72354, -1.65605, -0.00969], [-0.06591, -5.72494, 1.05743], [1.17510, -6.31436, 3.13464], [2.48315, -4.57935, 4.30523], [2.61013, -2.29682, 3.42085], [3.36560, 0.28464, 2.87195], [3.25182, 1.05166, 5.21089], [1.10108, 1.04340, 6.41700], [-0.94436, 0.23202, 5.29253], [-0.82957, -0.52979, 2.92530], [2.60159, 1.48098, 0.58829], [4.80610, 2.02826, -0.43817], [6.28854, 0.20780, -1.19339], [5.58165, -2.14026, -0.96180], [3.38770, -2.68041, 0.07424], [-2.91627, 0.05696, 0.12726], [-3.85968, 1.70535, 0.14353], [-3.73823, 2.68103, -0.83951], [-4.46526, 3.85266, -0.70044], [-5.27932, 4.10302, 0.31747], [-5.39591, 3.16525, 1.25340], [-4.71879, 1.96045, 1.21370], [-3.09039, 2.52077, -1.68995], [-4.39132, 4.64445, -1.43855], [-6.06276, 3.40332, 2.07510], [-4.83826, 1.22688, 2.00023]], "mulliken_charge": [3.066, 0.515, -0.685, -0.540, -0.667, -0.895, -0.701, 1.213, -1.107, 0.304, -1.149, -0.444, -0.096, -0.463, 0.456, -0.268, -0.849, -0.051, -0.818, 0.342, -0.602, 0.428, 0.466, 0.373, 0.415, 0.363, 0.524, 0.452, -0.416, 0.698, 0.273, 0.318, 0.331, 0.323, 0.375, -0.390, 0.200, 0.198, -0.533, 0.945, -0.543, -0.624, -0.795, -0.245, -0.495, 0.862, 0.283, -0.371, -0.757, -0.671, -0.529, -0.614, 0.349, -0.385, -0.659, -0.694, -0.767, -1.001, 0.489, 0.395, 0.436, 0.493, 0.409, 0.442, 0.402, 0.478, 0.273, 0.398, 0.465, 0.397, 0.439, 0.402, 0.106, 0.178, -0.235, -0.523, -0.599, -0.500, -0.318, 0.525, 0.414, 0.379, 0.407], "charge": 0, "spin_multiplicity": 2}

Version two
{"formula": "C39H32IrN3O5PSSe", "method": "ωB97M-V with the def2-TZVPD basis set", "symbols": ["Ir", "O", "C", "C", "C", "C", "C", "C", "C", "N", "C", "C", "N", "C", "C", "C", "C", "C", "C", "C", "O", "H", "H", "H", "H", "H", "H", "H", "H", "H", "H", "H", "H", "H", "H", "O", "S", "O", "O", "C", "C", "C", "C", "C", "C", "P", "C", "C", "C", "C", "C", "C", "C", "C", "C", "C", "C", "C", "H", "H", "H", "H", "H", "H", "H", "H", "H", "H", "H", "H", "H", "H", "Se", "C", "C", "C", "N", "C", "C", "H", "H", "H", "H"], "coordinates": [[0.24786, -0.52282, 0.23103], [-0.33884, 1.37432, -0.29221], [0.41512, 2.42021, -0.15972], [-0.13504, 3.66244, -0.56949], [0.61388, 4.80983, -0.59174], [1.95556, 4.81266, -0.17878], [2.48324, 3.64668, 0.30767], [1.73964, 2.44814, 0.36070], [2.31954, 1.37834, 1.11880], [1.75321, 0.26721, 1.41925], [2.45640, -0.68537, 2.29235], [1.67331, -1.99717, 2.28352], [1.24521, -2.16441, 0.90217], [1.64008, -3.13472, 0.17289], [1.78630, -3.01690, -1.25685], [2.16458, -4.16267, -1.98068], [2.62518, -4.08501, -3.26940], [2.76562, -2.81587, -3.84818], [2.42154, -1.67850, -3.16217], [1.88442, -1.73245, -1.85782], [1.58175, -0.58532, -1.29174], [-1.17271, 3.66211, -0.88097], [0.15605, 5.73163, -0.93022], [2.54318, 5.71889, -0.21162], [3.49828, 3.62930, 0.68950], [3.30573, 1.57781, 1.54380], [2.51283, -0.29208, 3.30864], [3.47270, -0.83421, 1.91700], [0.80481, -1.93654, 2.92672], [2.29935, -2.83037, 2.60879], [2.07157, -4.01090, 0.65867], [2.10394, -5.12365, -1.48114], [2.90107, -4.97607, -3.81568], [3.15152, -2.72606, -4.85666], [2.52719, -0.69877, -3.61082], [-2.63570, -1.31461, 3.52185], [-1.90884, -1.71155, 2.35100], [-1.03383, -2.85434, 2.47643], [-1.22144, -0.50507, 1.76235], [-3.10802, -2.24875, 1.14882], [-4.26366, -2.81345, 1.67896], [-5.23152, -3.33828, 0.84353], [-5.05564, -3.28107, -0.53163], [-3.91588, -2.70239, -1.05728], [-2.90859, -2.19733, -0.23013], [-1.57123, -1.23646, -1.04455], [-1.21995, -2.10935, -2.59862], [-0.73568, -1.36668, -3.67243], [-0.48087, -1.97663, -4.89003], [-0.67572, -3.34200, -5.03691], [-1.10485, -4.09734, -3.95540], [-1.37560, -3.48534, -2.74063], [-2.67007, 0.15427, -1.53789], [-3.27331, 0.23893, -2.78783], [-4.23910, 1.20271, -3.04273], [-4.60927, 2.09396, -2.04919], [-4.01735, 2.01029, -0.79541], [-3.05881, 1.04392, -0.53649], [-4.38759, -2.82012, 2.75288], [-6.12680, -3.77764, 1.26330], [-5.81563, -3.66706, -1.19845], [-3.81844, -2.62345, -2.13191], [-0.56016, -0.30361, -3.55928], [-0.11486, -1.38364, -5.71878], [-0.47793, -3.82078, -5.98738], [-1.23132, -5.16761, -4.05498], [-1.71571, -4.08331, -1.90440], [-2.99952, -0.44642, -3.57857], [-4.69158, 1.26005, -4.02495], [-5.36146, 2.84729, -2.24801], [-4.30778, 2.69532, -0.00877], [-2.61619, 0.97723, 0.44701], [-0.79133, 2.59930, -3.59753], [-2.00496, 3.22012, -4.90366], [-2.92649, 4.21789, -4.59977], [-3.81835, 4.61851, -5.58042], [-3.85844, 4.10002, -6.80593], [-2.97374, 3.14682, -7.08538], [-2.03244, 2.67612, -6.18375], [-2.95370, 4.66498, -3.61442], [-4.54509, 5.39486, -5.36758], [-3.01674, 2.73505, -8.08773], [-1.33744, 1.89748, -6.47148]], "mulliken_charge": [1.653, -0.134, 0.676, -0.951, -0.512, -0.974, -0.716, 0.321, -0.422, -0.041, -0.774, -0.797, 0.137, -0.746, 0.572, -0.667, -0.899, -0.369, -0.505, 0.706, -0.651, 0.727, 0.431, 0.400, 0.348, 0.362, 0.452, 0.478, 0.144, 0.648, 0.471, 0.420, 0.417, 0.422, 0.440, -0.815, 1.699, -0.743, -0.746, 0.025, -0.653, -0.811, -0.928, -0.644, 0.479, 1.381, 0.411, -0.372, -0.690, -0.813, -0.839, -0.878, 1.129, -0.331, -0.573, -0.645, -0.808, -0.799, 0.554, 0.400, 0.434, 0.459, 0.110, 0.488, 0.416, 0.428, 0.566, 0.380, 0.478, 0.419, 0.514, 0.259, 0.115, 0.516, -0.353, -0.405, -0.617, -0.358, -0.411, 0.405, 0.366, 0.364, 0.372], "charge": 0, "spin_multiplicity": 2}

Relative to the most stable one, in kcal/mol, the structures come out at version one 159.5; version two 0.0.

Version one
{"formula": "CH4ClPS", "method": "ωB97M-V with the def2-TZVPD basis set", "symbols": ["C", "P", "S", "Cl", "H", "H", "H", "H"], "coordinates": [[-1.15688, 0.40189, -0.34984], [1.56149, -0.38805, 0.08650], [-0.28215, -0.04318, 1.14964], [-0.10257, 1.55321, -1.36819], [-2.03471, 0.97715, -0.03487], [-1.49459, -0.42843, -0.90400], [2.29334, -0.25213, 1.27454], [1.21607, -1.82046, 0.14622]], "mulliken_charge": [-0.386, -0.081, -0.127, -0.184, 0.261, 0.349, 0.074, 0.094], "charge": 0, "smiles": "PSCCl"}

Version two
{"formula": "CH4ClPS", "method": "ωB97M-V with the def2-TZVPD basis set", "symbols": ["C", "P", "S", "Cl", "H", "H", "H", "H"], "coordinates": [[1.22197, -0.47473, 0.11869], [-2.21586, 0.76559, -0.87612], [1.76313, 1.27233, 0.08805], [-2.78019, -0.89330, 0.14731], [0.18220, -0.46307, 0.02388], [1.63301, -0.86741, 1.15054], [1.74780, -0.82662, -0.72809], [-1.55207, 1.48720, 0.07573]], "mulliken_charge": [-0.187, 0.101, -0.112, -0.177, -0.192, 0.250, 0.242, 0.073], "charge": 0}

Relative to the most stable one, in kcal/mol, the structures come out at version one 0.0; version two 39.2.

Version one
{"formula": "C2H4O3", "method": "ωB97M-V with the def2-TZVPD basis set", "symbols": ["C", "C", "O", "O", "O", "H", "H", "H", "H"], "coordinates": [[0.24172, -0.46103, 0.22324], [-0.37972, 0.22561, 1.24655], [0.70013, -1.46828, -0.12604], [0.79758, 0.18295, -2.20718], [-0.03040, 0.72389, -1.23695], [-0.73070, -0.44749, 2.13095], [0.20135, 1.13896, 1.71126], [-1.19787, 0.71161, 0.81449], [0.39791, -0.60621, -2.55632]], "mulliken_charge": [0.820, -0.932, -0.342, -0.366, -0.378, 0.290, 0.283, 0.319, 0.306], "charge": 0}

Version two
{"formula": "C2H4O3", "method": "ωB97M-V with the def2-TZVPD basis set", "symbols": ["C", "C", "O", "O", "O", "H", "H", "H", "H"], "coordinates": [[0.17261, -0.20007, -0.38590], [-0.50655, 0.44174, 0.89614], [0.71459, 0.67460, -1.24375], [-0.52973, 0.09542, -1.56370], [0.78331, -1.37281, -0.23419], [-0.54123, 1.52129, 0.65769], [0.03788, 0.26499, 1.78260], [-1.57221, 0.14362, 1.01442], [1.44132, -1.56880, -0.92332]], "mulliken_charge": [0.909, -0.992, -0.338, -0.307, -0.490, 0.293, 0.325, 0.259, 0.341], "charge": 0, "smiles": "CC1(O)OO1"}

Relative to the most stable one, in kcal/mol, the structures come out at version one 24.0; version two 0.0.

Version one
{"formula": "AlBH12O4", "method": "ωB97M-V with the def2-TZVPD basis set", "symbols": ["Al", "B", "H", "H", "H", "H", "O", "H", "H", "O", "H", "H", "O", "H", "H", "O", "H", "H"], "coordinates": [[14.09764, 18.13498, -3.67355], [17.20705, 18.27342, -3.53934], [16.61066, 18.45806, -4.52244], [17.43897, 17.16886, -3.33315], [18.09521, 19.01639, -3.51270], [16.56139, 18.61861, -2.62160], [14.81328, 20.21649, -1.90959], [14.22387, 20.96060, -1.72776], [15.63967, 20.43962, -1.45763], [12.47704, 18.30396, -6.09539], [12.06719, 17.56411, -6.55660], [11.99608, 19.08320, -6.40530], [12.87345, 20.78703, -4.08556], [11.98729, 21.12381, -3.89554], [13.36245, 21.55105, -4.41929], [13.23522, 15.72954, -5.13924], [12.97298, 14.83277, -4.88795], [12.99371, 15.80416, -6.06800]], "mulliken_charge": [1.249, 0.030, -0.014, 0.117, 0.222, 0.000, -0.545, 0.305, 0.329, -0.529, 0.308, 0.315, -0.583, 0.333, 0.338, -0.523, 0.330, 0.318], "charge": 2}

Version two
{"formula": "AlBH12O4", "method": "ωB97M-V with the def2-TZVPD basis set", "symbols": ["Al", "B", "H", "H", "H", "H", "O", "H", "H", "O", "H", "H", "O", "H", "H", "O", "H", "H"], "coordinates": [[25.74151, 12.99800, 8.75668], [24.74023, 13.99209, 10.70036], [25.72054, 13.57220, 10.86447], [24.22917, 14.17745, 11.63240], [24.81875, 14.89301, 10.11178], [24.18138, 13.26735, 10.12881], [24.58872, 11.41628, 7.79433], [23.91961, 11.43896, 7.11021], [24.55135, 10.52333, 8.13707], [27.15161, 14.36911, 7.74483], [27.75354, 14.21690, 7.01631], [27.56056, 15.07079, 8.25143], [25.40376, 13.55766, 6.66917], [24.68267, 14.18154, 6.58520], [25.72198, 13.43684, 5.77453], [26.83738, 11.90646, 7.19638], [26.62615, 11.37266, 6.43043], [27.76300, 12.12525, 7.08855]], "mulliken_charge": [0.627, 0.389, 0.003, 0.083, -0.113, -0.039, -0.424, 0.354, 0.357, -0.398, 0.329, 0.346, -0.401, 0.313, 0.344, -0.467, 0.372, 0.326], "charge": 2}

Relative to the most stable one, in kcal/mol, the structures come out at version one 87.3; version two 0.0.

Version one
{"formula": "C4H5OP", "method": "ωB97M-V with the def2-TZVPD basis set", "symbols": ["C", "C", "C", "C", "O", "P", "H", "H", "H", "H", "H"], "coordinates": [[1.04760, 1.18632, -0.06284], [2.32426, 0.57585, -0.00622], [-0.16522, 0.26972, 0.04108], [0.31739, -1.13855, -0.14649], [3.48174, 1.03044, -0.07474], [2.19536, -1.20286, 0.10302], [0.84263, 2.17990, -0.16448], [-0.51647, 0.58898, 0.89621], [-0.93075, 0.47047, -0.65782], [-0.08022, -2.02006, 0.43590], [0.34746, -1.23552, -1.19680]], "mulliken_charge": [-0.540, 0.520, -0.637, -0.667, -0.620, 0.065, 0.497, 0.378, 0.344, 0.358, 0.302], "charge": 0}

Version two
{"formula": "C4H5OP", "method": "ωB97M-V with the def2-TZVPD basis set", "symbols": ["C", "C", "C", "C", "O", "P", "H", "H", "H", "H", "H"], "coordinates": [[-0.09108, 1.18175, 0.24963], [1.66273, 0.48613, -0.84897], [-1.35097, -0.92631, -0.31276], [-1.18004, 0.43632, 0.39562], [4.01797, -0.71658, 0.24910], [2.88789, 0.19738, 0.17390], [-0.31820, -0.97968, -0.80872], [-2.31823, -1.00095, -0.94457], [-1.54066, -1.69924, 0.44939], [-2.07987, 0.90344, 0.92514], [0.31047, 2.11773, 0.47225]], "mulliken_charge": [-0.666, -0.277, -0.739, 0.209, -0.515, 0.529, 0.229, 0.258, 0.251, 0.290, 0.429], "charge": 0}

Relative to the most stable one, in kcal/mol, the structures come out at version one 0.0; version two 80.4.

Version one
{"formula": "C4H4O5", "method": "ωB97M-V with the def2-TZVPD basis set", "symbols": ["C", "C", "C", "C", "O", "O", "O", "O", "O", "H", "H", "H", "H"], "coordinates": [[2.85001, -0.56004, 0.05343], [-0.60913, -0.68996, 0.12057], [0.49530, 0.26235, 0.04008], [-1.96352, 0.02681, 0.05796], [0.12712, 1.59322, -0.10443], [1.81271, 0.20687, 0.06161], [-0.51370, -1.89671, 0.26179], [-2.55541, -0.13296, -1.11177], [-2.42455, 0.65274, 0.97664], [3.79314, -0.04694, 0.01206], [2.77738, -1.63636, 0.10074], [-3.42153, 0.30955, -1.13297], [-0.36783, 1.91145, 0.66430]], "mulliken_charge": [-0.305, 0.593, 0.233, 0.625, -0.591, -0.257, -0.607, -0.435, -0.547, 0.300, 0.289, 0.364, 0.340], "charge": 0}

Version two
{"formula": "C4H4O5", "method": "ωB97M-V with the def2-TZVPD basis set", "symbols": ["C", "C", "C", "C", "O", "O", "O", "O", "O", "H", "H", "H", "H"], "coordinates": [[-0.10392, 1.52182, 0.03268], [-2.17250, -0.84468, -0.37407], [0.17313, 0.34147, 0.50190], [1.23774, -0.53003, -0.16594], [-0.27893, 2.57335, -0.45374], [-2.83410, -0.02043, 0.06516], [-1.56483, -1.68800, -0.85256], [-0.41218, -0.23204, 1.62587], [2.32930, 0.17729, -0.67802], [0.77229, -1.16455, -0.93503], [1.62838, -1.17861, 0.62057], [-0.87635, 0.44560, 2.12785], [2.10196, 0.59882, -1.51467]], "mulliken_charge": [0.796, 0.849, -0.088, -0.489, -0.415, -0.395, -0.401, -0.550, -0.529, 0.231, 0.321, 0.345, 0.325], "charge": 0, "smiles": "O=C=C(O)CO.O=C=O"}

Relative to the most stable one, in kcal/mol, the structures come out at version one 53.5; version two 0.0.